No. 1
Entry from the OMol25 dataset: C16H22FIrN5O7Se as an isolated structure in a non-equilibrium geometry (the ωB97M-V functional and the def2-TZVPD basis).

Cartesian coordinates (Å):
Ir -0.1895 -0.2088 0.1242
C 2.9767 -4.7617 -5.2807
C 1.4853 -4.8587 -4.9809
N 1.0381 -3.6821 -4.2178
C 1.1449 -3.7325 -2.8844
C 0.9808 -2.6529 -2.0651
C 1.2284 -2.8204 -0.5646
O 1.3300 -3.9561 -0.1823
O 1.3715 -1.6963 0.0678
C 0.6313 -1.4024 -2.5790
O 0.5625 -0.3096 -1.9138
C 0.4068 -1.3771 -4.0068
C -0.0469 -0.1962 -4.6141
C -0.1983 -0.1214 -5.9618
F -0.6767 1.0282 -6.4740
C 0.1134 -1.2013 -6.8253
C 0.5438 -2.3682 -6.2093
C 0.6637 -2.4947 -4.8180
N 0.0295 -1.1040 -8.2108
C -0.1748 0.1753 -8.8984
C 0.0665 0.0088 -10.3991
N 1.2099 -0.9331 -10.6021
C 0.8550 -2.3273 -10.1477
C -0.2267 -2.2453 -9.0685
H 3.3075 -5.6417 -5.8298
H 3.5417 -4.7131 -4.3503
H 3.2047 -3.8715 -5.8682
H 1.2838 -5.7418 -4.3783
H 0.9031 -4.9550 -5.8938
H 1.4043 -4.6881 -2.4461
H -0.3045 0.6553 -3.9998
H 0.7961 -3.2171 -6.8237
H 0.5235 0.9090 -8.4959
H -1.1838 0.5714 -8.7609
H 0.3036 0.9760 -10.8372
H -0.8003 -0.3888 -10.9225
H 1.9988 -0.5891 -10.0511
H 1.5056 -0.9441 -11.5797
H 1.7577 -2.8013 -9.7682
H 0.4913 -2.9023 -10.9977
H -0.2418 -3.1735 -8.5073
H -1.2156 -2.1448 -9.5268
O -4.1982 -1.0326 0.2064
Se -2.6475 -0.8089 0.1294
O -1.7926 -1.4707 -1.1151
O -1.6331 -1.2576 1.3896
O -2.0515 0.7680 -0.0118
N 1.3581 0.8034 1.2314
N 1.8590 1.4690 0.1044
H 0.9344 1.4490 1.8952
H 2.0247 0.1961 1.7109
H 2.6326 0.9808 -0.3262
H 2.0038 2.4643 0.2165

- Expectation value of S²: 0.759
- Relative energy (zero: lowest compared OMol25 entry of this formula, charge and spin): 0.000 eV
- Highest occupied orbital energy (alpha / beta): -14.002 / -13.980 eV
- Electronic energy: -109613.0277 eV
- Net charge: +2
- Max |F|: 4.672 eV/Å
- Kohn-Sham gap (alpha / beta): 6.60 / 5.76 eV
- 2S+1: 2

Results of the Mulliken charge analysis, in e, for atoms 1 through 8: Ir 1.9868; C -0.9771; C -0.8849; N 0.1073; C 0.0656; C -0.0634; C 0.0014; O -0.5740

=====

No. 2
Entry from the OMol25 dataset: a 5-piece molecular cluster, C16H22FN3O15P overall in a non-equilibrium geometry (the ωB97M-V functional and the def2-TZVPD basis).

Cartesian coordinates (Å):
O 0.9213 -2.7657 4.0007
N 0.9946 -2.2642 2.9674
O -0.2047 -1.4750 2.6854
C -0.6861 -1.9079 1.4220
C -1.5767 -3.1037 1.6451
N -2.6029 -3.2080 2.4684
C -3.1457 -4.4899 2.3876
C -2.3886 -5.1648 1.4952
P -2.4436 -6.9025 0.9105
O -1.5168 -7.7079 1.7148
N -1.4325 -4.2767 1.0393
F -0.4791 -4.5586 0.1652
H 0.1596 -2.2337 0.8205
H -1.2762 -1.1341 0.9355
H -2.9382 -2.4767 3.0785
H -3.9839 -4.8314 2.9600
H -3.7927 -7.2885 0.9900
H -2.0637 -6.8311 -0.4427
C -0.2688 1.2897 -2.7069
C -0.1209 -0.2114 -2.8027
O -0.7078 -0.6559 -1.5570
C -1.5563 0.3064 -1.1374
O -2.3201 0.1716 -0.2199
O -1.4391 1.4162 -1.8600
H -0.4325 1.7641 -3.6596
H 0.5718 1.7714 -2.2090
H -0.6895 -0.6369 -3.6293
H 0.9099 -0.5371 -2.8795
C 3.1713 1.6929 4.8898
C 3.2678 0.4103 4.0926
O 3.3761 0.8824 2.7505
C 3.8711 2.1510 2.7917
O 4.2314 2.7581 1.8419
O 3.8929 2.6127 4.0661
H 3.6222 1.6187 5.8756
H 2.1436 2.0455 4.9951
H 4.1622 -0.1654 4.3384
H 2.3946 -0.2261 4.2072
C 4.6825 1.1811 -3.7753
C 4.7203 0.5783 -5.1630
O 3.3309 0.3179 -5.4176
C 2.6054 1.1467 -4.6457
O 1.4250 1.3035 -4.7411
O 3.3794 1.7822 -3.7445
H 5.4544 1.9266 -3.6092
H 4.7403 0.4279 -2.9881
H 5.0890 1.2761 -5.9152
H 5.3002 -0.3387 -5.2154
C -3.9481 3.9800 0.5375
C -3.8732 3.7135 -0.9495
O -4.4591 4.8928 -1.5036
C -4.3285 5.8950 -0.5952
O -4.5602 7.0351 -0.8107
O -3.8924 5.4055 0.5964
H -3.1230 3.5382 1.0907
H -4.8906 3.6450 0.9759
H -2.8468 3.6261 -1.3072
H -4.4295 2.8291 -1.2504

- Highest occupied orbital energy: -12.277 eV
- Electronic energy: -64126.0610 eV
- Net charge: +1
- Max |F|: 1.887 eV/Å
- Kohn-Sham gap: 8.40 eV
- 2S+1: 1

Results of the Mulliken charge analysis, in e, for atoms 1 through 8: O -0.2726; N 0.2479; O -0.2039; C 0.0884; C -0.1266; N 0.0627; C -0.3148; C 0.0815

=====

No. 3
Entry from the OMol25 dataset: C16H22N2O2 as an isolated structure in a non-equilibrium geometry (the ωB97M-V functional and the def2-TZVPD basis).

Cartesian coordinates (Å):
C 0.4392 -3.3231 -2.6804
C 0.4358 -2.3235 -3.7777
H -0.3119 -2.6428 -4.5668
H 1.4722 -2.0753 -4.0763
O 0.1247 -1.1010 -3.0868
C 0.7887 -0.1448 -2.4274
O 1.9485 -0.2000 -2.3570
C 0.0440 0.8378 -1.7256
N 0.0907 0.7704 -0.2673
C 1.1041 1.4555 0.2896
C 0.9873 1.3826 1.7777
C 0.2044 0.6355 2.6708
N 0.4055 0.6401 3.7703
H 0.8240 1.1875 4.2346
C -0.6567 -0.1198 1.7818
C -0.8300 0.1689 0.3810
C -1.7358 -0.7281 -0.3675
C -3.2105 -0.4316 0.3508
C -3.2185 -0.6979 1.8616
C -1.8538 -0.8083 2.4103
H -1.6277 -0.7565 3.5627
H -1.6981 -1.8159 2.2996
H -3.9962 -1.2804 2.3139
H -3.5631 0.5686 2.2907
H -3.9493 -1.5351 0.1388
H -3.5738 0.3865 -0.0448
H -1.4345 -1.7966 -0.1446
H -2.0332 -0.8063 -1.3273
C 2.3122 2.3870 2.1628
H 2.9202 1.7876 2.8370
H 1.9182 3.0985 2.6173
C 3.2278 2.4140 0.9255
H 3.5554 3.4537 0.8086
H 4.0518 1.7884 0.7747
C 2.2006 2.3331 -0.2903
H 2.4152 1.6971 -1.1435
H 1.8270 3.0984 -0.5990
H -1.1926 1.1426 -2.2372
H 0.4429 1.8565 -2.0850
H 0.9956 -3.0125 -1.6907
H -0.5271 -3.4318 -2.3521
H 0.6768 -4.0590 -3.0125

- Relative energy (zero: lowest compared OMol25 entry of this formula, charge and spin): 16.601 eV
- Highest occupied orbital energy: -7.275 eV
- Electronic energy: -24009.5763 eV
- Net charge: 0
- Max |F|: 18.020 eV/Å
- Kohn-Sham gap: 7.73 eV
- 2S+1: 1

Results of the Mulliken charge analysis, in e, for atoms 1 through 8: C -1.7309; C -0.0903; H 0.2447; H 0.3244; O -0.3350; C 0.8632; O -0.5701; C -1.3528